C31H29BrGaN4O6 | wB97M-V/def2-TZVPD

Output
**Charge**: +1
**F_max**: 1.00 eV/A
**HOMO level**: -10.47 eV

Cartesian coordinates (Å):
Ga: -0.03 0.47 -0.22
O: 3.35 1.47 -2.56
C: 4.08 0.33 -2.40
C: 5.30 0.25 -3.05
C: 6.09 -0.88 -2.90
C: 5.67 -1.94 -2.11
C: 4.45 -1.86 -1.48
C: 3.64 -0.73 -1.61
C: 2.34 -0.69 -0.86
O: 1.38 0.15 -1.39
N: 2.62 -0.20 0.52
N: 1.60 0.40 1.14
C: 1.62 0.75 2.37
C: 0.52 1.46 2.99
Br: -0.83 2.03 1.75
C: 0.37 1.83 4.26
C: 1.24 1.43 5.38
C: 1.47 2.35 6.40
C: 2.31 2.04 7.46
C: 2.91 0.79 7.52
C: 2.64 -0.16 6.54
C: 1.81 0.16 5.48
H: 2.46 1.29 -2.19
H: 5.62 1.09 -3.66
H: 7.04 -0.93 -3.42
H: 6.29 -2.83 -2.00
H: 4.09 -2.70 -0.87
H: 1.96 -1.72 -0.78
H: 3.40 -0.56 1.05
H: 2.49 0.55 2.99
H: -0.45 2.50 4.49
H: 1.00 3.33 6.35
H: 2.50 2.77 8.23
H: 3.58 0.54 8.34
H: 3.08 -1.15 6.61
H: 1.55 -0.61 4.76
O: -0.63 -1.29 1.64
C: -1.05 -2.48 0.96
C: -1.20 -2.10 -0.53
O: -1.31 -2.92 -1.39
O: -1.25 -0.78 -0.77
C: 0.03 -3.55 1.09
C: 1.25 -3.25 1.68
C: 2.25 -4.22 1.78
C: 2.03 -5.49 1.29
C: 0.80 -5.80 0.71
C: -0.19 -4.84 0.61
C: -2.40 -2.92 1.53
C: -2.42 -3.59 2.75
C: -3.62 -3.94 3.34
C: -4.82 -3.62 2.72
C: -4.81 -2.94 1.51
C: -3.60 -2.58 0.92
H: -1.13 -1.22 2.46
H: 1.42 -2.26 2.09
H: 3.20 -3.97 2.25
H: 2.80 -6.25 1.37
H: 0.62 -6.80 0.33
H: -1.14 -5.09 0.15
H: -1.48 -3.87 3.22
H: -3.62 -4.47 4.29
H: -5.76 -3.90 3.18
H: -5.74 -2.69 1.02
H: -3.61 -2.06 -0.03
N: -1.03 3.16 -3.08
C: -1.07 1.99 -2.43
N: -1.49 0.88 -3.05
O: -0.70 1.95 -1.22
H: -1.34 3.26 -4.02
H: -0.71 3.97 -2.58
H: -1.77 0.88 -4.01
H: -1.46 0.01 -2.54



C3H5NS | wB97M-V/def2-TZVPD

Output
**F_max**: 3.00 eV/A
**Structure (SMILES)**: CN=S.C#C
**HOMO level**: -8.32 eV

Cartesian coordinates (Å):
C: -0.10 1.95 -0.79
C: -0.69 1.40 -1.66
C: 0.01 -1.21 0.43
N: 0.82 -1.56 1.61
S: 1.35 -0.38 2.44
H: 0.20 2.71 -0.06
H: -1.07 0.63 -2.33
H: -0.86 -1.74 0.69
H: -0.15 -0.19 0.15
H: 0.49 -1.61 -0.48



HOMO-LUMO gap / eV: 7.2, 7.5
E / hartree: -6367.8817, -570.0821
Relative energy (zero: lowest compared OMol25 entry of this formula, charge and spin) / eV: 0.6372, 4.1475